No. 1
This record from OMol25 describes a single C2H3N3OS molecule. The level of theory is wB97M-V/def2-TZVPD.

```
10
Properties=species:S:1:pos:R:3
C -0.68 -1.37 -0.09
C -0.52 0.85 -0.02
H 1.85 1.00 0.65
H -0.33 -2.42 -0.03
H -2.44 1.08 -0.03
N 0.22 -0.44 0.05
N -1.90 -0.93 0.01
N -1.76 0.40 0.09
O 0.05 1.93 -0.09
S 1.99 -0.33 -0.01
```

Strongest force on any atom, hartree/bohr: 0.09285
HOMO-LUMO gap, eV: 9.29
SMILES: O=c1[nH]ncn1S
Relative energy (zero: lowest compared OMol25 entry of this formula, charge and spin), kcal per mole: 21.3
LUMO energy, eV: 0.5
HOMO level, eV: -8.83


No. 2
This record from OMol25 describes a molecular structure, C4H7NO. The level of theory is wB97M-V/def2-TZVPD.

```
13
Properties=species:S:1:pos:R:3
O -0.61 1.80 -0.73
C -0.48 0.43 -0.91
C 0.93 -0.19 -0.83
C 0.66 -0.88 0.64
N 0.16 0.17 1.49
C -0.72 -0.43 0.33
H -0.31 1.96 0.18
H -1.08 0.16 -1.79
H 1.74 0.53 -0.74
H 1.08 -0.95 -1.61
H 1.21 -1.79 0.93
H -0.90 -0.19 1.98
H -1.67 -0.62 1.05
```

Strongest force on any atom, hartree/bohr: 0.09499
HOMO-LUMO gap, eV: 10.30
Relative energy (zero: lowest compared OMol25 entry of this formula, charge and spin), kcal per mole: 124.1
LUMO energy, eV: 0.9
HOMO level, eV: -9.41


No. 3
This record from OMol25 describes a molecular structure, C16H20GaI2InN2O7S. The level of theory is wB97M-V/def2-TZVPD.

```
50
Properties=species:S:1:pos:R:3
I -1.38 0.76 4.42
I -3.51 0.30 2.82
In -1.10 0.60 -0.50
Ga 1.34 1.23 0.88
S -0.76 2.31 1.05
C 2.42 2.73 0.92
C 2.82 0.08 0.90
C -0.84 4.12 0.47
C -2.32 4.43 0.28
C -0.03 4.41 -0.78
C -0.28 4.80 1.71
C -1.50 -0.85 -2.26
C -2.03 2.11 -2.26
O 3.84 -0.47 0.93
O 3.15 3.63 0.95
O -1.73 -1.59 -3.08
O -2.50 2.74 -3.07
H -2.41 5.52 0.12
H -2.89 4.16 1.18
H -2.75 3.91 -0.58
H -0.10 5.49 -0.95
H -0.43 3.88 -1.65
H 1.03 4.14 -0.63
H -0.36 5.88 1.56
H 0.76 4.54 1.88
H -0.87 4.53 2.60
C 1.74 -1.72 -2.10
C 0.99 -2.98 -1.72
C 0.48 -3.14 -0.27
C -0.06 -4.59 -0.05
C -1.12 -5.12 -0.97
C 1.67 -3.09 0.72
O 2.70 -3.73 0.60
N 1.43 -2.35 1.87
C 0.61 -1.26 2.04
O 0.60 -0.65 3.14
N -0.22 -1.02 0.95
C -0.60 -2.13 0.17
O -1.80 -2.25 -0.16
H 1.11 -0.83 -2.03
H 2.05 -1.82 -3.16
H 2.65 -1.60 -1.50
H 0.14 -3.13 -2.40
H 1.66 -3.84 -1.90
H 0.81 -5.25 -0.13
H -0.39 -4.67 1.00
H -0.77 -5.14 -2.00
H -1.33 -6.15 -0.67
H -2.04 -4.53 -0.90
H 2.13 -2.41 2.58
```

Strongest force on any atom, hartree/bohr: 0.16303
HOMO-LUMO gap (spin up / spin down), eV: 5.41 / 5.46
Relative energy (zero: lowest compared OMol25 entry of this formula, charge and spin), kcal per mole: 91.6
LUMO energy (spin up / spin down), eV: -15.9 / -15.8
Total charge: +4
HOMO level (spin up / spin down), eV: -21.27 / -21.26


No. 4
This record from OMol25 describes a molecular structure, C26H25N9O6S3V. The level of theory is wB97M-V/def2-TZVPD.

```
70
Properties=species:S:1:pos:R:3
V 0.07 1.38 -0.07
O -2.99 0.06 -0.22
S -2.29 0.63 0.88
O -1.95 2.07 0.83
N -0.78 0.06 1.15
C -0.08 -1.02 0.54
C -0.81 -2.09 -0.17
C -0.20 -3.08 -0.83
C 1.24 -3.31 -0.96
C 2.26 -2.53 -0.56
C 3.63 -2.97 -0.81
C 4.67 -2.22 -0.45
C 4.41 -0.92 0.18
N 3.27 -0.44 0.47
C 2.09 -1.22 0.19
C -3.20 0.29 2.34
C -2.80 0.85 3.55
C -3.51 0.55 4.70
C -4.61 -0.30 4.63
C -5.00 -0.86 3.42
C -4.29 -0.56 2.26
H -1.89 -2.04 -0.17
H -0.83 -3.82 -1.31
H 1.50 -4.24 -1.46
H 3.76 -3.92 -1.31
H 5.69 -2.51 -0.63
H 5.28 -0.29 0.40
H -1.95 1.52 3.59
H -3.22 0.98 5.65
H -5.17 -0.53 5.53
H -5.85 -1.51 3.38
H -4.59 -0.97 1.31
O -0.77 2.27 -4.17
C -0.60 1.03 -4.70
C -0.86 0.79 -6.05
C -0.65 -0.46 -6.59
C -0.17 -1.50 -5.80
C 0.08 -1.27 -4.47
C -0.13 -0.01 -3.89
C 0.17 0.16 -2.46
O -0.52 1.06 -1.79
N 1.05 -0.59 -1.89
N 1.08 -0.35 -0.49
C 1.17 -1.46 1.42
S 1.23 -3.17 2.03
C 0.83 -2.79 3.75
C 1.72 -1.63 4.13
S 1.49 -0.38 2.85
H -1.02 2.87 -4.88
H -1.23 1.60 -6.67
H -0.86 -0.63 -7.64
H -0.01 -2.48 -6.23
H 0.46 -2.06 -3.83
H 1.05 -3.69 4.33
H -0.22 -2.54 3.86
H 2.77 -1.94 4.18
H 1.43 -1.17 5.08
N 0.94 2.38 1.78
N 0.72 3.76 1.63
C 0.66 4.25 0.38
N 0.56 5.56 0.20
N 0.76 3.31 -0.56
N 0.97 3.73 -1.90
O 0.50 4.78 -2.28
O 1.59 2.94 -2.57
H 0.35 2.00 2.52
H 1.91 2.18 1.98
H 0.76 4.36 2.44
H 0.52 6.18 0.99
H 0.40 5.90 -0.73
```

Strongest force on any atom, hartree/bohr: 0.01543
HOMO-LUMO gap (spin up / spin down), eV: 7.18 / 7.22
Relative energy (zero: lowest compared OMol25 entry of this formula, charge and spin), kcal per mole: 115.0
2S+1: 3
LUMO energy (spin up / spin down), eV: -3.2 / -3.2
Total charge: +1
⟨S²⟩: 2.015
HOMO level (spin up / spin down), eV: -10.42 / -10.43


No. 5
This record from OMol25 describes a molecular structure, C18H28ClNOPt. The level of theory is wB97M-V/def2-TZVPD.

```
50
Properties=species:S:1:pos:R:3
C -0.07 -3.55 -4.60
C -0.33 -4.99 -4.14
C -1.09 -3.25 -5.70
C 1.31 -3.55 -5.27
Cl -0.17 -2.29 -3.15
H -1.05 -3.96 -6.55
H -0.93 -2.25 -6.15
H -2.13 -3.29 -5.32
H -0.28 -5.73 -4.96
H -1.34 -5.10 -3.69
H 0.42 -5.32 -3.39
H 1.39 -4.27 -6.11
H 2.11 -3.84 -4.56
H 1.56 -2.56 -5.70
C -2.18 0.82 1.66
C -2.59 1.20 0.38
C -2.40 0.11 -0.53
H -3.08 2.15 0.12
C -1.85 -1.00 0.27
C -1.69 -0.50 1.62
H -1.38 -1.12 2.47
H -2.30 1.42 2.58
H -2.66 0.04 -1.58
H -1.61 -2.01 -0.11
C 1.80 1.90 -0.03
C 0.73 2.70 0.35
C -0.31 2.61 -0.62
H 0.71 3.35 1.22
C 0.12 1.69 -1.68
C 1.43 1.17 -1.24
H 2.06 0.51 -1.82
H 2.76 1.80 0.47
H -1.21 3.22 -0.67
H -0.39 1.44 -2.59
Pt -0.21 0.24 -0.18
C 1.12 3.00 5.75
N 1.38 2.37 4.46
C 2.42 2.93 3.63
C 0.60 1.36 3.97
C -0.46 0.82 4.84
O 0.80 0.93 2.79
H 1.88 3.75 5.93
H 1.15 2.28 6.57
H 0.13 3.48 5.78
H 2.62 2.25 2.80
H 2.11 3.90 3.24
H 3.31 3.10 4.24
H -1.17 1.61 5.13
H -1.00 0.04 4.32
H -0.02 0.39 5.76
```

Strongest force on any atom, hartree/bohr: 0.05418
HOMO-LUMO gap (spin up / spin down), eV: 8.53 / 4.34
2S+1: 5
LUMO energy (spin up / spin down), eV: -6.3 / -10.5
Total charge: +2
⟨S²⟩: 6.019
HOMO level (spin up / spin down), eV: -14.88 / -14.84


No. 6
This record from OMol25 describes a single C4H6Cl2O molecule. The level of theory is wB97M-V/def2-TZVPD.

```
13
Properties=species:S:1:pos:R:3
C 0.53 -1.10 0.97
C 0.09 -0.34 -1.41
C -0.71 1.08 0.55
C 0.27 0.05 0.03
O 0.75 -2.22 0.61
Cl -2.28 0.29 0.84
Cl 2.00 1.00 0.32
H 0.51 -0.82 2.04
H 0.41 0.44 -2.09
H -0.98 -0.52 -1.56
H 0.63 -1.26 -1.62
H -0.38 1.51 1.50
H -0.86 1.88 -0.18
```

Strongest force on any atom, hartree/bohr: 0.03601
HOMO-LUMO gap, eV: 10.36
SMILES: C[C@](Cl)(C=O)CCl
Relative energy (zero: lowest compared OMol25 entry of this formula, charge and spin), kcal per mole: 0.0
LUMO energy, eV: -0.2
HOMO level, eV: -10.51


No. 7
This record from OMol25 describes 2 unconnected molecules or ions with the total composition C2Cl4O. The level of theory is wB97M-V/def2-TZVPD.

```
7
Properties=species:S:1:pos:R:3
C 1.81 0.14 0.42
C -2.14 -0.51 -0.61
O 1.21 1.15 0.24
Cl 1.42 -1.17 -0.68
Cl 2.96 -0.19 1.53
Cl -3.53 -0.19 -1.46
Cl -1.72 0.76 0.56
```

Strongest force on any atom, hartree/bohr: 0.07070
HOMO-LUMO gap, eV: 8.53
Relative energy (zero: lowest compared OMol25 entry of this formula, charge and spin), kcal per mole: 53.2
LUMO energy, eV: -1.0
HOMO level, eV: -9.48


No. 8
This record from OMol25 describes 4 unconnected molecules or ions with the total composition C4H16NO3. The level of theory is wB97M-V/def2-TZVPD.

```
24
Properties=species:S:1:pos:R:3
C 0.44 -1.27 0.98
N 0.56 -0.13 0.05
C 0.42 1.12 0.86
C -0.68 0.76 1.81
C -0.46 -0.77 2.11
H 0.03 -2.13 0.47
H 1.44 -1.47 1.37
H -0.16 -0.11 -0.69
H 1.37 -0.17 -0.60
H 0.24 1.95 0.20
H 1.34 1.31 1.40
H -0.63 1.23 2.79
H -1.66 0.91 1.37
H -1.45 -1.21 2.18
H 0.08 -0.90 3.03
H 2.79 -0.62 -2.56
H 3.68 -0.91 -1.40
O 2.80 -0.57 -1.60
H -1.46 -1.67 -2.45
H -2.80 -1.35 -1.85
O -1.99 -0.92 -2.15
H -0.82 2.92 -1.90
H -1.83 1.75 -2.02
O -1.26 2.22 -1.40
```

Strongest force on any atom, hartree/bohr: 0.03868
HOMO-LUMO gap, eV: 12.08
Relative energy (zero: lowest compared OMol25 entry of this formula, charge and spin), kcal per mole: 1.3
LUMO energy, eV: -2.9
Total charge: +1
HOMO level, eV: -14.99


no.,molecular weight (g/mol)
1,117.1
2,85.1
3,822.8
4,706.7
5,505.0
6,141.0
7,181.8
8,126.2